The following is a DFT calculation (ωB97M-V/def2-TZVPD) of a molecular structure, C14H14HgN4.

```
33
C14H14HgN4, DFT ωB97M-V/def2-TZVPD
Hg 1.26 1.19 -3.29
N 4.80 -0.35 -1.49
C 4.67 0.01 -0.18
C 5.74 0.31 0.67
C 5.56 0.20 2.05
C 4.29 0.08 2.62
C 3.11 0.03 1.77
C 1.77 -0.04 2.20
C 0.74 -0.12 1.29
C 1.05 -0.12 -0.06
N 2.25 -0.01 -0.50
C 3.29 -0.07 0.35
H 5.69 -0.68 -1.94
H 3.90 -0.58 -1.96
H 6.75 0.44 0.24
H 6.46 0.25 2.66
H 4.24 -0.10 3.68
H 1.58 -0.01 3.26
H -0.32 -0.28 1.49
H 0.32 -0.31 -0.82
N -7.10 0.00 -1.81
C -5.83 -0.03 -1.24
C -5.64 -0.02 0.15
C -4.34 0.05 0.67
N -3.24 -0.01 -0.08
C -3.45 -0.13 -1.40
C -4.69 -0.16 -2.05
H -7.78 0.34 -1.12
H -7.16 0.45 -2.72
H -6.48 0.09 0.84
H -4.17 0.06 1.74
H -2.48 -0.14 -1.90
H -4.76 -0.34 -3.11
```

Values from the calculation:
* charge: +1
* gap between HOMO and LUMO (spin up / spin down): 0.24044 / 0.14822 Eh
* E: -24873.340 eV
* 2S+1: 2

***

The following is a DFT calculation (ωB97M-V/def2-TZVPD) of a gas-phase ion, C4H11BNO2 (charge +1).

```
19
C4H11BNO2, DFT ωB97M-V/def2-TZVPD
B 1.97 0.28 -0.03
C 3.00 -0.87 0.44
C 0.43 0.71 -0.20
C -1.80 0.57 0.92
C -1.16 -1.09 -0.80
N -0.67 -0.13 0.25
O 2.87 1.22 -0.52
O 4.22 -0.52 0.27
H 2.96 -1.78 1.00
H 0.29 1.64 -0.66
H -1.35 0.92 1.99
H -2.15 1.34 0.26
H -2.69 -0.06 1.15
H -1.26 -2.13 -0.52
H -2.25 -0.70 -1.14
H -0.39 -1.05 -1.53
H -0.34 -0.72 0.92
H 2.52 1.84 -1.25
H 4.20 0.44 0.05
```

Values from the calculation:
* charge: +1
* gap between HOMO and LUMO (spin up / spin down): 0.27621 / 0.22989 Eh
* E: -10578.396 eV

***

The following is a DFT calculation (ωB97M-V/def2-TZVPD) of a molecular structure, C20H24BrNOP2Rh.

```
50
C20H24BrNOP2Rh, DFT ωB97M-V/def2-TZVPD
C 2.97 -2.59 0.23
C 2.09 -1.50 0.07
C 0.69 -1.75 -0.01
C 0.22 -3.09 0.00
C 1.13 -4.15 0.13
C 2.50 -3.91 0.26
C -1.28 -3.28 -0.06
C -1.89 -2.28 -1.01
C -1.33 -0.98 -0.99
C -1.88 0.04 -1.82
C -3.01 -0.25 -2.60
C -3.57 -1.53 -2.61
C -3.00 -2.55 -1.83
H 4.05 -2.39 0.31
H 0.74 -5.18 0.14
H 3.20 -4.74 0.37
H -1.54 -4.31 -0.33
H -3.43 0.54 -3.23
H -4.45 -1.74 -3.23
H -3.43 -3.55 -1.83
N -0.23 -0.69 -0.17
Rh -0.44 0.83 1.25
C 2.62 -0.09 -0.02
H 2.25 0.41 -0.93
H 3.73 -0.08 -0.02
C -1.19 1.38 -1.90
H -0.13 1.24 -2.18
H -1.68 2.04 -2.64
P 1.94 0.90 1.40
P -1.10 2.28 -0.27
C -2.77 3.02 -0.05
H -2.77 3.66 0.86
H -3.06 3.63 -0.93
H -3.49 2.20 0.10
C -0.05 3.74 -0.66
H -0.54 4.40 -1.39
H 0.14 4.31 0.27
H 0.91 3.39 -1.06
C 2.69 0.07 2.87
H 3.76 -0.14 2.72
H 2.55 0.72 3.76
H 2.16 -0.88 3.04
C 2.88 2.50 1.34
H 2.47 3.18 2.11
H 3.95 2.33 1.52
H 2.74 2.97 0.36
C -0.73 2.03 2.64
O -0.91 2.79 3.51
H -1.70 -3.09 0.96
Br -2.80 0.15 1.53
```

Values from the calculation:
* charge: +1
* gap between HOMO and LUMO (spin up / spin down): 0.25427 / 0.20336 Eh
* E: -116289.246 eV
* 2S+1: 5

***

The following is a DFT calculation (ωB97M-V/def2-TZVPD) of 37 unconnected molecules or ions with the total composition C7H92BrNO41P2Si.

```
145
C7H92BrNO41P2Si, DFT ωB97M-V/def2-TZVPD
C 6.08 -0.58 0.45
C 5.51 -1.13 -1.02
C 4.24 -0.22 -1.53
C 2.97 -0.59 -0.57
Si 1.42 -1.28 -1.56
C 0.45 -2.36 -0.29
C -1.17 -2.43 -0.52
C -2.01 -1.15 0.10
Br -1.76 -2.74 -2.41
P 0.34 0.52 -2.26
N 1.51 1.53 -2.84
O -0.73 0.23 -3.61
O -0.41 1.44 -0.94
P 2.22 -2.42 -3.29
O 2.59 -1.45 -4.51
O 3.66 -3.33 -2.79
O 1.11 -3.60 -3.94
H 7.12 -1.08 0.73
H 5.32 -0.79 1.33
H 6.29 0.59 0.41
H 5.27 -2.27 -0.90
H 6.44 -1.06 -1.77
H 4.53 0.92 -1.30
H 4.03 -0.26 -2.68
H 2.60 0.43 -0.08
H 3.31 -1.37 0.25
H 0.93 -3.45 -0.28
H 0.64 -1.91 0.79
H -1.55 -3.38 0.10
H -3.06 -1.60 0.45
H -2.24 -0.43 -0.79
H -1.50 -0.64 1.02
H 1.34 1.72 -3.85
H -1.68 0.09 -3.32
H 0.04 1.16 -0.07
H 3.44 -3.70 -1.86
H 0.87 -4.32 -3.28
O 6.23 -4.16 -4.55
H 5.64 -3.78 -3.89
H 6.25 -3.49 -5.25
O 0.99 -4.48 1.65
H 0.34 -4.04 2.21
H 0.59 -5.35 1.46
O -0.86 0.05 3.21
H -1.52 0.43 3.81
H -0.20 -0.33 3.81
O 3.91 -3.74 1.49
H 4.06 -3.14 2.24
H 2.95 -3.79 1.42
O 3.11 -1.97 3.72
H 2.67 -1.37 4.35
H 2.44 -2.65 3.55
O 7.16 -6.61 -2.41
H 7.77 -7.13 -2.97
H 6.79 -5.96 -3.02
O 2.26 -5.99 -2.94
H 1.93 -6.27 -3.81
H 3.13 -6.41 -2.88
O -2.88 1.96 -4.73
H -2.17 1.50 -4.25
H -2.93 1.49 -5.57
O -4.27 1.11 -1.08
H -3.85 1.82 -0.57
H -4.36 1.49 -1.97
O 0.82 -0.84 5.78
H 0.09 -0.98 6.40
H 1.61 -0.81 6.35
O 0.44 3.36 -4.89
H -0.50 3.48 -4.68
H 0.77 4.27 -5.02
O 3.10 2.44 1.02
H 3.25 3.15 1.66
H 2.46 2.81 0.39
O 1.13 -6.73 3.40
H 1.11 -7.65 3.70
H 2.08 -6.56 3.24
O -2.54 2.36 3.11
H -1.93 1.85 2.56
H -2.91 3.02 2.50
O 9.51 -7.95 -4.04
H 10.13 -7.35 -4.48
H 9.88 -8.05 -3.15
O -3.48 -0.49 -5.71
H -3.96 -1.00 -5.04
H -2.64 -0.97 -5.81
O -3.18 0.32 -8.70
H -3.66 -0.19 -8.03
H -2.34 -0.16 -8.80
O -5.25 3.48 4.86
H -4.39 3.30 4.44
H -5.84 2.83 4.46
O -2.24 -2.74 3.79
H -3.18 -2.63 3.99
H -1.91 -1.84 3.66
O -6.35 5.18 2.78
H -7.01 5.56 3.38
H -5.68 4.81 3.38
O -5.75 7.45 0.84
H -5.62 6.59 1.26
H -6.66 7.43 0.51
O 1.35 4.55 0.51
H 1.50 5.26 1.16
H 0.72 4.93 -0.11
O -4.32 0.21 1.86
H -3.90 0.92 2.37
H -4.41 0.58 0.97
O 4.75 3.75 -1.09
H 4.88 2.88 -0.67
H 3.84 3.72 -1.42
O -0.24 -8.81 5.26
H -0.68 -8.21 5.89
H -0.90 -9.50 5.10
O -7.62 9.21 0.04
H -7.20 9.92 0.55
H -7.71 9.59 -0.85
O -7.31 -0.89 2.68
H -7.34 -1.81 2.99
H -6.37 -0.73 2.52
O 1.91 -3.09 7.17
H 2.76 -3.27 6.75
H 1.31 -3.74 6.77
O -5.89 11.18 -0.98
H -5.28 10.66 -1.54
H -6.26 11.83 -1.59
O 3.57 -4.40 9.31
H 3.80 -5.27 8.94
H 3.10 -3.96 8.59
O -6.15 8.78 -2.95
H -6.02 7.91 -2.53
H -7.06 8.75 -3.28
O -6.49 5.52 -2.86
H -5.64 5.34 -3.28
H -7.09 4.87 -3.27
O -0.25 2.75 5.03
H -0.10 3.46 5.67
H -0.88 3.13 4.41
O -1.23 -1.90 -9.12
H -0.52 -2.36 -8.64
H -1.28 -2.37 -9.97
O 8.51 -2.56 1.65
H 9.36 -2.74 1.23
H 7.91 -3.21 1.25
O -4.79 8.26 3.59
H -5.12 7.98 2.72
H -3.92 7.84 3.66
```

Values from the calculation:
* gap between HOMO and LUMO: 0.27181 Eh
* E: -190687.368 eV

***

The following is a DFT calculation (ωB97M-V/def2-TZVPD) of a single C18H23NO3S molecule.

```
46
C18H23NO3S, DFT ωB97M-V/def2-TZVPD
C 1.27 2.38 4.61
C 0.52 2.65 3.31
C 0.25 1.36 2.55
C -0.50 1.63 1.23
C -0.77 0.34 0.51
C -2.00 -0.35 0.66
C -3.09 0.18 1.55
N -2.26 -1.47 0.04
C -1.35 -2.05 -0.76
C -1.66 -3.28 -1.42
O -2.83 -3.95 -1.36
C -3.92 -3.49 -0.60
C -0.69 -3.87 -2.20
C 0.58 -3.32 -2.35
C 0.89 -2.13 -1.74
C -0.07 -1.47 -0.96
C 0.17 -0.23 -0.32
S 1.73 0.61 -0.59
C 1.50 1.07 -2.35
C 2.84 1.14 -3.06
C 3.65 2.32 -2.59
O 3.20 3.40 -2.30
O 4.96 2.05 -2.57
H 1.45 3.31 5.14
H 2.23 1.91 4.40
H 0.70 1.72 5.26
H 1.10 3.33 2.69
H -0.43 3.14 3.54
H 1.20 0.87 2.31
H -0.33 0.67 3.17
H -1.43 2.15 1.45
H 0.12 2.27 0.61
H -2.72 0.34 2.56
H -3.47 1.12 1.16
H -3.90 -0.55 1.57
H -4.25 -2.51 -0.93
H -3.67 -3.43 0.47
H -4.71 -4.22 -0.75
H -0.94 -4.80 -2.69
H 1.32 -3.83 -2.94
H 1.88 -1.71 -1.83
H 0.84 0.33 -2.81
H 1.02 2.05 -2.37
H 3.42 0.23 -2.90
H 2.68 1.26 -4.14
H 5.46 2.82 -2.28
```

Values from the calculation:
* gap between HOMO and LUMO: 0.30154 Eh
* SMILES string: CCCCc1c(C)nc2c(OC)cccc2c1SCCC(=O)O
* E: -37507.809 eV

***

The following is a DFT calculation (ωB97M-V/def2-TZVPD) of a gas-phase ion, C3H8NO (charge -1).

```
13
C3H8NO, DFT ωB97M-V/def2-TZVPD
C -0.58 -1.32 -1.21
C -0.63 -0.03 -0.36
N 0.31 -0.04 0.70
C 0.79 1.25 1.28
O 2.01 1.13 1.79
H -1.09 -1.13 -2.15
H 0.46 -1.60 -1.38
H -1.04 -2.15 -0.66
H -0.48 0.82 -1.06
H -1.65 0.11 0.03
H 1.13 -0.61 0.57
H 0.72 2.01 0.43
H 0.04 1.59 2.03
```

Values from the calculation:
* charge: -1
* gap between HOMO and LUMO: 0.22888 Eh
* SMILES string: CCNC[O-]
* E: -6777.593 eV

***

Number 1: F_max 3.65 eV Å⁻¹. Number 2: F_max 5.85 eV Å⁻¹. Number 3: F_max 7.05 eV Å⁻¹. Number 4: F_max 7.25 eV Å⁻¹. Number 5: F_max 0.70 eV Å⁻¹. Number 6: F_max 0.91 eV Å⁻¹.